(1)
An isolated molecule of C4H11NO2S, computed with the ωB97M-V functional and the def2-TZVPD basis.

Cartesian coordinates (Å):
C1 -2.525 1.756 -0.285
C2 0.910 -0.701 1.801
C3 1.221 -1.925 -0.314
C4 0.871 -0.600 0.310
N1 -0.365 1.496 -1.849
O1 -0.082 2.027 0.553
O2 -0.574 -0.302 -0.108
S1 -0.928 1.264 -0.292
H1 -3.134 1.640 0.676
H2 -2.803 0.880 -0.947
H3 0.207 -1.350 2.150
H4 1.843 -1.210 1.997
H5 0.898 0.191 2.325
H6 0.901 -2.805 0.116
H7 2.248 -1.770 -0.118
H8 0.986 -2.050 -1.292
H9 1.593 0.261 0.085
H10 -0.639 0.783 -2.543
H11 -0.626 2.415 -2.266

* SMILES: C=[S@@](N)(=O)OC(C)C
* multiplicity: 1
* DFT total energy: -20742.77600 eV
* orbital gap: 9.2825 eV
* HOMO level: -8.6 eV
* energy relative to the best compared isomer or geometry (same formula, charge and spin): 104.4 kcal per mole

***

(2)
A 4-piece molecular cluster, C29H68BO20P4 overall, computed with the ωB97M-V functional and the def2-TZVPD basis.

Cartesian coordinates (Å):
C1 0.066 1.754 -0.481
C2 0.681 2.966 0.257
C3 1.297 3.941 -0.715
O1 2.408 3.756 -1.156
O2 0.589 5.049 -1.067
C4 0.580 5.948 0.088
C5 0.520 7.386 -0.347
C6 -0.809 7.773 -1.042
B1 -0.658 8.138 -2.586
O3 -1.771 8.045 -3.406
O4 0.558 8.517 -3.172
C7 1.135 7.330 -3.725
C8 -1.319 9.106 -0.345
O5 -2.257 8.747 0.627
P1 -3.311 7.607 -0.207
C9 -3.165 6.255 1.171
O6 -3.460 4.906 0.720
C10 -4.767 4.600 0.724
C11 -5.319 4.145 -0.612
O7 -5.494 4.690 1.690
O8 -1.880 6.864 -0.925
H1 -0.618 1.265 0.210
H2 -0.452 2.140 -1.355
H3 0.838 1.032 -0.733
H4 1.456 2.603 0.929
H5 -0.076 3.459 0.866
H6 -0.193 5.661 0.797
H7 1.543 5.799 0.594
H8 0.666 8.013 0.533
H9 1.355 7.590 -1.019
H10 -1.803 7.198 -3.854
H11 2.220 7.361 -3.640
H12 0.845 7.232 -4.773
H13 0.804 6.442 -3.173
H14 -1.685 9.773 -1.145
H15 -0.562 9.723 0.150
H16 -4.391 8.165 0.597
H17 -4.229 6.767 -0.964
H18 -3.480 8.554 -1.280
H19 -3.780 6.527 2.031
H20 -2.134 6.275 1.523
H21 -4.549 3.791 -1.291
H22 -6.084 3.394 -0.428
H23 -5.784 5.027 -1.049
O9 0.165 -1.603 -2.244
P2 -0.417 -2.494 -3.277
O10 0.162 -3.987 -2.923
C12 -0.310 -4.643 -1.744
C13 -1.766 -5.056 -1.853
O11 0.522 -2.116 -4.558
C14 1.457 -1.037 -4.535
C15 2.829 -1.521 -4.115
O12 -1.644 -2.993 -4.211
C16 -1.636 -3.071 -5.643
C17 -0.828 -4.243 -6.152
H24 -0.157 -3.994 -0.877
H25 0.313 -5.528 -1.609
H26 -2.421 -4.182 -1.906
H27 -2.063 -5.648 -0.986
H28 -1.935 -5.640 -2.757
H29 1.106 -0.225 -3.902
H30 1.506 -0.643 -5.553
H31 2.787 -2.070 -3.175
H32 3.515 -0.681 -3.998
H33 3.237 -2.203 -4.864
H34 -1.318 -2.129 -6.082
H35 -2.679 -3.205 -5.936
H36 0.210 -4.198 -5.833
H37 -0.852 -4.258 -7.243
H38 -1.240 -5.182 -5.779
O13 -1.220 3.523 3.949
P3 -1.752 2.871 5.169
O14 -0.667 3.231 6.344
C18 -0.588 4.585 6.799
C19 -1.822 5.013 7.572
O15 -1.378 1.308 4.852
C20 -0.876 0.903 3.583
C21 0.637 0.917 3.563
O16 -2.961 2.460 6.172
C22 -3.313 1.130 6.566
C23 -2.343 0.550 7.570
H39 -0.420 5.248 5.946
H40 0.289 4.646 7.443
H41 -2.703 5.040 6.926
H42 -1.684 6.008 7.995
H43 -2.036 4.310 8.378
H44 -1.291 1.516 2.784
H45 -1.235 -0.116 3.412
H46 1.033 1.879 3.890
H47 1.006 0.711 2.557
H48 1.041 0.165 4.243
H49 -3.442 0.487 5.698
H50 -4.298 1.212 7.031
H51 -1.327 0.505 7.183
H52 -2.653 -0.462 7.837
H53 -2.318 1.160 8.474
O17 1.337 -9.131 -0.520
P4 2.776 -8.791 -0.380
O18 3.325 -8.618 -1.910
C24 2.877 -7.488 -2.668
C25 3.428 -6.177 -2.140
O19 3.387 -10.256 0.016
C26 2.565 -11.384 0.297
C27 2.334 -12.210 -0.951
O20 3.991 -8.000 0.340
C28 5.146 -8.594 0.951
C29 6.140 -9.101 -0.067
H54 1.783 -7.468 -2.680
H55 3.215 -7.645 -3.691
H56 3.034 -5.959 -1.144
H57 3.155 -5.352 -2.799
H58 4.514 -6.220 -2.054
H59 1.627 -11.083 0.759
H60 3.100 -11.985 1.037
H61 1.955 -11.597 -1.769
H62 1.623 -13.014 -0.758
H63 3.273 -12.650 -1.294
H64 4.857 -9.363 1.665
H65 5.611 -7.798 1.536
H66 5.710 -9.853 -0.726
H67 6.996 -9.544 0.445
H68 6.492 -8.284 -0.698

* multiplicity: 1
* DFT total energy: -109962.05630 eV
* orbital gap: 5.4185 eV
* HOMO level: -4.1 eV
* net charge: -1

***

(3)
An isolated molecule of C28H34N4O6, computed with the ωB97M-V functional and the def2-TZVPD basis.

Cartesian coordinates (Å):
C1 -9.762 -1.361 0.348
C2 -8.746 -0.749 1.311
O1 -7.432 -0.697 0.808
C3 -7.223 0.257 -0.212
C4 -5.729 0.336 -0.502
H1 -5.546 1.167 -1.185
H2 -5.211 0.530 0.437
C5 -5.220 -0.980 -1.113
N1 -3.814 -1.051 -1.439
C6 -3.425 -0.226 -2.562
H3 -3.498 0.853 -2.375
H4 -4.067 -0.472 -3.407
H5 -2.398 -0.455 -2.841
C7 -2.902 -1.058 -0.308
C8 -2.264 0.289 0.067
C9 -1.365 0.099 1.285
N2 -0.324 -0.873 1.002
C10 0.930 -0.432 0.806
O2 1.192 0.780 0.885
C11 2.037 -1.350 0.527
C12 3.307 -0.966 0.128
N3 3.618 0.360 -0.093
C13 4.705 0.939 -0.654
O3 5.718 0.368 -0.991
C14 4.559 2.455 -0.879
C15 3.395 3.094 -0.195
C16 2.116 2.959 -0.722
C17 1.026 3.456 -0.023
C18 1.185 4.137 1.176
C19 2.461 4.305 1.679
C20 3.552 3.775 1.009
H6 4.541 3.884 1.430
H7 2.606 4.832 2.610
H8 0.316 4.507 1.697
N4 -0.295 3.195 -0.519
O4 -1.238 3.598 0.130
O5 -0.402 2.570 -1.555
H9 1.948 2.440 -1.653
H10 5.500 2.909 -0.566
H11 4.480 2.579 -1.963
H12 2.825 0.949 0.193
C21 4.081 -2.169 0.020
C22 5.396 -2.490 -0.320
C23 5.772 -3.814 -0.285
C24 4.877 -4.823 0.079
C25 3.573 -4.533 0.421
C26 3.192 -3.200 0.387
O6 1.970 -2.710 0.688
H13 2.870 -5.300 0.705
H14 5.213 -5.849 0.093
H15 6.785 -4.084 -0.545
H16 6.085 -1.714 -0.607
C27 -0.862 -2.173 0.672
H17 -0.061 -2.883 0.491
C28 -1.767 -2.065 -0.559
H18 -1.171 -1.741 -1.413
H19 -2.191 -3.041 -0.790
H20 -1.449 -2.523 1.529
H21 -0.887 1.038 1.565
H22 -1.951 -0.269 2.134
H23 -3.023 1.037 0.294
H24 -1.663 0.657 -0.765
H25 -3.477 -1.417 0.554
H26 -5.774 -1.174 -2.037
H27 -5.448 -1.788 -0.414
H28 -7.598 1.239 0.119
H29 -7.765 -0.025 -1.127
H30 -8.673 -1.367 2.209
H31 -9.075 0.261 1.604
H32 -10.708 -1.505 0.863
H33 -9.402 -2.324 -0.006
H34 -9.931 -0.714 -0.509

* SMILES: CCOCCCN(C)C1CCN(C(=O)c2oc3ccccc3c2NC(=O)Cc2cccc([N+](=O)[O-])c2)CC1
* multiplicity: 1
* DFT total energy: -47831.28493 eV
* orbital gap: 7.4743 eV
* HOMO level: -8.0 eV
* energy relative to the best compared isomer or geometry (same formula, charge and spin): 141.2 kcal per mole

***

(4)
A 6-piece molecular cluster, H12O6 overall, computed with the ωB97M-V functional and the def2-TZVPD basis.

Cartesian coordinates (Å):
O1 2.457 -0.754 3.318
H1 2.262 0.168 3.173
H2 2.031 -1.293 2.610
O2 -1.605 -2.108 0.491
H3 -2.108 -1.442 0.021
H4 -1.759 -1.832 1.426
O3 -1.232 1.006 3.376
H5 -0.290 0.995 3.540
H6 -1.320 1.866 2.922
O4 -0.326 -1.067 -2.830
H7 -0.185 -1.295 -3.787
H8 -0.355 -1.937 -2.423
O5 -0.821 1.243 -0.672
H9 -1.077 0.641 -1.383
H10 0.163 1.226 -0.705
O6 1.540 1.553 -2.649
H11 1.669 2.182 -3.404
H12 0.953 0.849 -3.024

* SMILES: O.O.O.O.O.O
* multiplicity: 1
* DFT total energy: -12479.52107 eV
* orbital gap: 11.1825 eV
* HOMO level: -11.0 eV
* energy relative to the best compared isomer or geometry (same formula, charge and spin): 36.7 kcal per mole

***

(5)
C3H3IrO2 as an isolated structure, computed with the ωB97M-V functional and the def2-TZVPD basis.

Cartesian coordinates (Å):
H1 -2.290 0.065 -2.005
O1 1.035 -0.459 -1.069
O2 -0.042 -0.501 2.264
C1 0.909 0.198 0.189
C2 0.277 0.859 -0.994
C3 -0.149 -0.503 1.036
H2 1.860 0.543 0.623
H3 0.912 1.648 -1.419
Ir1 -1.189 -0.612 -0.861

* multiplicity: 5
* DFT total energy: -10084.50531 eV
* orbital gap (spin up / spin down): 7.5108 / 7.1151 eV
* HOMO level (spin up / spin down): -7.7 / -9.7 eV
* energy relative to the best compared isomer or geometry (same formula, charge and spin): 5.0 kcal per mole